63
Properties=species:S:1:pos:R:3 method="wB97M-V/def2-TZVPD" e_above_lowest_kcal_mol=72.5 max_force_ha_per_bohr=0.030 orbital_gap_ev=7.2529 total_charge=+1 spin_multiplicity=1 homo_energy_ev=-11.15 energy_ha=-1990.22120
Tl 0.640 2.117 0.212
O 0.933 -3.684 4.697
C 2.047 -2.808 4.765
C 1.986 -1.853 3.613
C 3.085 -1.499 2.936
C 3.080 -0.364 2.006
N 2.029 0.260 1.650
C 0.766 -0.284 2.087
C 0.670 -1.197 3.329
C -0.548 -1.241 0.003
C -1.377 -2.248 -0.472
C -2.096 -2.055 -1.638
C -3.034 -3.113 -2.166
O -2.847 -4.378 -1.575
C -1.954 -0.836 -2.297
C -1.119 0.119 -1.760
N -0.427 -0.070 -0.627
H 0.919 -4.234 5.487
H 2.995 -3.352 4.746
H 2.014 -2.216 5.690
H 4.038 -1.965 3.149
H 4.031 0.001 1.630
H 0.253 -0.752 4.235
H -1.466 -3.183 0.067
H -2.962 -3.156 -3.257
H -4.056 -2.811 -1.929
H -2.093 -4.814 -1.985
H -2.487 -0.628 -3.216
H -0.990 1.078 -2.247
F -3.599 5.626 0.361
C -3.080 4.489 0.819
C -1.850 4.068 0.325
C -1.344 2.881 0.811
C -2.009 2.100 1.766
C -3.224 2.598 2.223
F -3.894 1.937 3.178
C -3.779 3.779 1.770
C -1.395 0.813 2.209
C -2.217 -0.340 2.604
C -1.761 -1.591 2.740
C -0.355 -2.067 2.524
C 0.274 -1.474 1.234
N -0.130 0.822 2.074
H -1.343 4.672 -0.413
H -4.722 4.134 2.161
H -3.268 -0.152 2.759
H -2.488 -2.349 3.009
H -0.270 -3.139 2.660
H 1.152 -2.067 0.972
O 2.888 0.938 -1.497
N 1.910 1.661 -1.581
N 1.374 2.234 -2.568
C 2.083 2.002 -3.815
C 3.099 2.868 -4.183
C 3.748 2.665 -5.392
C 3.376 1.614 -6.219
C 2.351 0.761 -5.839
C 1.694 0.954 -4.632
H 3.373 3.689 -3.534
H 4.545 3.334 -5.690
H 3.883 1.463 -7.162
H 2.058 -0.056 -6.485
H 0.889 0.298 -4.325